Molecular formula: C24H20N4O5S
Method: DFT, ωB97M-V/def2-TZVPD

Results
SMILES	COC(=O)c1ccc(CSc2nnc3n(Cc4ccccc4OC)c(=O)c4ccccc4n23)o1
LUMO energy	0.16	eV
ΔE to the lowest compared entry with this formula, charge and spin	66.4	kJ/mol
largest force on an atom	0.027	Eh/bohr
net charge	0

Element x y z (Å)
C 2.440 4.688 -2.561
H 3.016 4.936 -3.456
H 2.925 5.100 -1.679
H 1.429 5.086 -2.673
O 2.401 3.281 -2.384
C 1.459 2.619 -3.070
O 0.653 3.148 -3.798
C 1.518 1.179 -2.831
C 0.669 0.193 -3.277
C 1.181 -1.016 -2.776
C 2.305 -0.685 -2.061
O 2.509 0.635 -2.092
C 3.241 -1.526 -1.274
H 3.855 -2.170 -1.905
H 3.867 -0.895 -0.645
S 2.322 -2.687 -0.197
C 1.316 -1.514 0.594
N 1.547 -0.235 0.547
N 0.536 0.409 1.152
C -0.309 -0.491 1.564
N -1.499 -0.280 2.183
C -2.321 -1.321 2.560
O -3.404 -1.119 3.071
C -1.789 -2.674 2.301
C -2.538 -3.775 2.715
C -2.085 -5.057 2.486
C -0.873 -5.258 1.839
C -0.113 -4.184 1.417
C -0.571 -2.891 1.642
N 0.132 -1.763 1.255
H 0.832 -4.340 0.921
H -0.514 -6.260 1.664
H -2.670 -5.903 2.812
H -3.474 -3.584 3.217
C -1.961 1.104 2.268
C -2.013 1.683 0.879
C -2.862 1.133 -0.067
C -2.830 1.553 -1.386
C -1.930 2.533 -1.762
C -1.085 3.103 -0.826
C -1.114 2.691 0.501
O -0.330 3.213 1.480
C 0.822 3.926 1.094
H 1.425 3.342 0.393
H 1.387 4.087 2.011
H 0.569 4.897 0.654
H -0.398 3.870 -1.144
H -1.869 2.859 -2.789
H -3.495 1.112 -2.112
H -3.547 0.353 0.238
H -2.947 1.068 2.738
H -1.263 1.675 2.881
H 0.779 -2.000 -2.916
H -0.205 0.338 -3.878

Atom charges from the Mulliken analysis, given in e for atoms 1 to 2: number 1, C, carries -0.763; number 2, H, carries 0.306

=====

Molecular formula: C24H20N6O7
Method: DFT, ωB97M-V/def2-TZVPD

Results
LUMO energy	-2.44	eV
largest force on an atom	0.084	Eh/bohr
net charge	0

Element x y z (Å)
O 5.666 1.338 0.762
N 4.936 0.785 1.606
O 5.283 -0.196 2.290
C 3.601 1.271 1.737
C 2.691 0.504 2.475
C 1.369 0.473 2.038
C 1.036 1.089 0.826
C -0.154 0.670 -0.061
C -1.177 -0.178 0.747
N -2.402 0.286 0.981
C -2.728 1.729 1.023
C -4.226 1.780 1.352
C -4.800 0.417 0.950
C -3.616 -0.555 0.887
C -0.808 -1.495 1.213
C 0.341 -2.194 0.753
C 0.502 -3.555 0.996
C -0.394 -4.230 1.829
C -1.404 -3.502 2.473
C -1.553 -2.143 2.238
C 1.863 2.144 0.359
C 3.169 2.231 0.799
H 3.055 -0.089 3.312
H 0.625 -0.069 2.622
H -0.636 1.607 -0.356
H -2.100 2.247 1.764
H -2.550 2.180 0.034
H -4.354 1.942 2.429
H -4.712 2.600 0.820
H -5.541 0.056 1.666
H -5.272 0.462 -0.035
H -3.612 -1.147 -0.040
H -3.686 -1.257 1.724
H 1.126 -1.669 0.217
H 1.344 -4.071 0.531
H -0.283 -5.302 2.000
H -2.081 -3.997 3.172
H -2.238 -1.554 2.850
H 1.485 2.824 -0.408
H 3.894 2.938 0.403
O 3.759 0.807 -5.166
N 2.515 0.818 -5.120
O 1.806 0.978 -6.140
C 1.819 0.650 -3.855
C 0.428 0.861 -3.783
C -0.297 0.608 -2.638
N -1.727 0.676 -2.765
O -2.215 1.130 -3.830
O -2.451 0.269 -1.826
C 0.280 0.022 -1.309
C 1.780 -0.135 -1.509
N 2.627 -0.631 -0.591
O 3.876 -0.649 -1.235
N 3.818 -0.123 -2.524
C 2.481 0.163 -2.692
H -0.083 1.214 -4.674
H -0.078 -1.031 -1.320

Atom charges from the Mulliken analysis, given in e for atoms 1 to 2: number 1, O, carries -0.584; number 2, N, carries 1.080

=====

Molecular formula: C24H20N7SV
Method: DFT, ωB97M-V/def2-TZVPD

Results
LUMO energy (alpha / beta)	-7.79 / -7.52	eV
expectation value of S²	2.027
ΔE to the lowest compared entry with this formula, charge and spin	0.0	kJ/mol
largest force on an atom	0.021	Eh/bohr
spin multiplicity	3
net charge	+2

Element x y z (Å)
V -0.190 1.417 0.383
N 1.846 -2.040 1.116
C 0.871 -1.126 1.078
S 1.200 0.451 1.871
N -0.232 -1.388 0.424
N -1.080 -0.279 0.494
C -2.268 -0.361 0.981
C -2.958 -1.594 1.353
C -3.576 -1.680 2.605
C -4.202 -2.855 2.985
C -4.240 -3.928 2.107
C -3.632 -3.843 0.859
C -2.973 -2.686 0.485
C -2.861 1.000 1.213
C -4.139 1.239 1.646
C -4.537 2.558 1.880
C -3.646 3.593 1.678
C -2.371 3.287 1.237
N -1.983 2.024 1.006
H 2.609 -1.936 1.766
H 1.646 -2.964 0.763
H -3.527 -0.853 3.302
H -4.659 -2.932 3.962
H -4.741 -4.842 2.398
H -3.669 -4.683 0.179
H -2.489 -2.622 -0.480
H -4.822 0.415 1.786
H -5.543 2.763 2.221
H -3.924 4.622 1.856
H -1.636 4.065 1.070
C 0.958 3.169 -3.165
C 0.257 2.803 -2.047
N 0.437 1.588 -1.464
C 1.322 0.721 -1.990
C 2.092 1.034 -3.094
C 1.884 2.271 -3.689
C 3.044 0.060 -3.664
C 4.018 -0.583 -3.035
C 4.465 -0.453 -1.633
C 5.466 -1.286 -1.164
C 5.871 -1.115 0.150
N 5.346 -0.176 0.938
C 4.407 0.581 0.375
N 3.919 0.495 -0.859
H 0.787 4.132 -3.623
H -0.483 3.461 -1.604
H 1.402 -0.250 -1.518
H 2.454 2.542 -4.570
H 2.919 -0.135 -4.724
H 4.607 -1.269 -3.634
H 5.919 -2.035 -1.797
H 6.646 -1.738 0.580
H 3.989 1.360 1.003

Atom charges from the Mulliken analysis, given in e for atoms 1 to 2: number 1, V, carries 0.321; number 2, N, carries -0.292

=====

Molecular formula: C24H21Cl41N3
Method: DFT, ωB97M-V/def2-TZVPD

Results
LUMO energy	-3.93	eV
largest force on an atom	0.091	Eh/bohr
net charge	+1

Element x y z (Å)
N 1.777 0.800 4.995
C 2.292 -0.059 4.202
C 2.994 0.352 2.846
C 1.879 0.485 1.697
Cl 1.159 2.117 2.013
C 0.894 -0.783 1.683
C 1.998 -1.799 1.142
N 2.437 -0.995 -0.053
C 2.385 0.290 0.193
C 2.733 1.340 -0.889
C 1.490 2.186 -1.385
C 0.154 1.345 -1.551
C -1.047 1.840 -0.649
N -1.768 0.749 0.024
C -2.301 1.011 1.287
C -3.000 -0.160 1.823
C -2.846 -1.165 0.704
C -2.080 -0.554 -0.383
H 1.366 0.272 5.777
H 2.192 -1.153 4.477
H 3.802 -0.384 2.566
H 3.415 1.378 3.045
H 0.237 -0.522 0.810
H 0.347 -1.038 2.619
H 2.819 -2.110 1.828
H 1.425 -2.640 0.676
H 2.724 -1.397 -0.954
H 3.571 2.024 -0.562
H 3.141 0.797 -1.795
H 1.749 2.651 -2.366
H 1.275 2.988 -0.624
H -0.180 1.502 -2.619
H 0.292 0.234 -1.443
H -1.797 2.355 -1.325
H -0.731 2.619 0.089
H -2.224 1.975 1.845
H -3.508 -0.304 2.799
H -3.270 -2.193 0.750
H -1.774 -0.995 -1.359
C -6.352 2.133 0.618
Cl -4.695 1.621 0.244
Cl -6.549 2.241 2.377
Cl -6.665 3.720 -0.111
Cl -7.498 0.947 -0.033
C 2.227 -0.657 -4.604
Cl 0.775 -1.492 -4.016
Cl 2.452 -1.001 -6.322
Cl 2.039 1.094 -4.369
Cl 3.642 -1.225 -3.693
C -4.412 -5.206 1.287
Cl -5.193 -3.840 2.106
Cl -5.617 -6.460 0.951
Cl -3.698 -4.650 -0.239
Cl -3.139 -5.869 2.329
C 7.087 0.938 -3.727
Cl 7.877 2.521 -3.704
Cl 5.327 1.158 -3.799
Cl 7.626 0.023 -5.143
Cl 7.508 0.047 -2.251
C -6.005 -4.599 -3.923
Cl -7.418 -3.576 -4.233
Cl -6.058 -6.017 -4.983
Cl -4.524 -3.673 -4.246
Cl -6.013 -5.125 -2.230
C -4.973 -9.716 3.330
Cl -4.338 -10.978 4.399
Cl -6.669 -10.060 2.950
Cl -4.857 -8.142 4.139
Cl -4.027 -9.681 1.830
C -0.520 4.735 4.605
Cl -1.676 5.426 5.755
Cl -1.235 3.303 3.835
Cl -0.131 5.938 3.360
Cl 0.959 4.268 5.458
C 9.744 5.003 -0.669
Cl 9.531 5.994 -2.123
Cl 9.932 6.054 0.743
Cl 8.319 3.969 -0.446
Cl 11.185 3.989 -0.852
C 7.298 5.978 4.276
Cl 8.080 7.567 4.324
Cl 5.539 6.187 4.185
Cl 7.862 5.086 2.851
Cl 7.711 5.071 5.742
C -8.896 -1.221 -7.584
Cl -10.112 -0.648 -6.429
Cl -9.510 -2.654 -8.427
Cl -8.551 0.057 -8.763
Cl -7.409 -1.641 -6.713

Atom charges from the Mulliken analysis, given in e for atoms 1 to 2: number 1, N, carries -0.356; number 2, C, carries -0.391

=====

Molecular formula: C24H21ClN4O4S
Method: DFT, ωB97M-V/def2-TZVPD

Results
SMILES	Cc1ccc(-n2nc3c(c2NC(=O)c2c(-c4ccccc4Cl)noc2C)CS(=O)(=O)C3)c(C)c1
LUMO energy	0.20	eV
ΔE to the lowest compared entry with this formula, charge and spin	148.2	kJ/mol
largest force on an atom	0.028	Eh/bohr
net charge	0

Element x y z (Å)
C -3.844 -3.432 -1.090
C -2.489 -2.816 -0.934
C -2.058 -1.815 -1.793
C -0.790 -1.280 -1.664
C 0.060 -1.727 -0.658
C -0.355 -2.725 0.228
C -1.625 -3.255 0.061
H -1.953 -4.035 0.733
C 0.543 -3.199 1.324
H 0.010 -3.867 1.995
H 1.399 -3.722 0.902
H 0.929 -2.355 1.893
N 1.347 -1.163 -0.541
C 1.653 0.168 -0.484
C 3.028 0.255 -0.388
C 3.462 -1.093 -0.394
N 2.448 -1.929 -0.474
C 4.899 -1.347 -0.227
H 5.438 -1.463 -1.164
H 5.127 -2.159 0.456
S 5.425 0.274 0.498
O 6.697 0.678 -0.035
O 5.303 0.203 1.927
C 4.051 1.295 -0.187
H 4.412 1.746 -1.107
H 3.777 2.062 0.527
N 0.633 1.100 -0.478
C 0.765 2.462 -0.512
O 1.811 3.033 -0.735
C -0.512 3.164 -0.306
C -0.791 4.458 -0.693
O -2.063 4.737 -0.394
N -2.640 3.668 0.199
C -1.744 2.719 0.274
C -2.083 1.437 0.898
C -3.237 0.770 0.495
C -3.601 -0.429 1.076
C -2.816 -0.978 2.076
C -1.676 -0.322 2.504
C -1.314 0.882 1.924
Cl 0.097 1.708 2.511
H -1.071 -0.731 3.297
H -3.097 -1.912 2.537
H -4.500 -0.930 0.754
H -3.843 1.216 -0.278
C 0.045 5.486 -1.346
H -0.401 5.789 -2.292
H 1.040 5.082 -1.511
H 0.111 6.367 -0.710
H -0.293 0.711 -0.348
H -0.446 -0.530 -2.361
H -2.709 -1.460 -2.577
H -3.773 -4.331 -1.703
H -4.530 -2.746 -1.579
H -4.254 -3.720 -0.124

Atom charges from the Mulliken analysis, given in e for atoms 1 to 2: number 1, C, carries -1.870; number 2, C, carries 0.700

=====

Molecular formula: C24H21GaN4O4S3
Method: DFT, ωB97M-V/def2-TZVPD

Results
LUMO energy	-1.33	eV
ΔE to the lowest compared entry with this formula, charge and spin	0.0	kJ/mol
largest force on an atom	0.053	Eh/bohr
net charge	0

Element x y z (Å)
Ga -0.301 1.366 -0.577
C -3.140 2.394 0.418
N -2.077 2.946 -0.481
C -2.702 3.222 -1.811
C -1.514 4.207 0.092
C -0.058 4.048 0.443
C 0.615 5.188 0.879
C 1.974 5.144 1.197
C 2.636 3.911 1.158
C 1.943 2.766 0.762
C 0.610 2.822 0.350
H -3.947 3.121 0.527
H -2.719 2.178 1.401
H -3.564 1.479 0.002
H -3.556 3.907 -1.668
H -3.093 2.278 -2.215
H -1.997 3.688 -2.509
H -2.077 4.530 0.988
H -1.614 5.026 -0.626
H 0.059 6.115 0.937
H 2.476 6.052 1.513
H 3.675 3.839 1.466
H 2.433 1.804 0.774
S 4.643 -1.106 -4.592
C 3.250 -0.559 -3.856
S 2.492 0.954 -4.236
C 1.217 0.587 -3.098
N 1.305 -0.536 -2.465
N 2.461 -1.216 -2.910
C 2.593 -2.594 -2.521
C 3.830 -3.248 -2.482
C 3.864 -4.613 -2.165
C 2.683 -5.273 -1.808
C 1.448 -4.608 -1.817
C 1.397 -3.252 -2.138
S -0.125 1.646 -2.898
H 4.729 -2.697 -2.679
H 4.793 -5.164 -2.171
H 2.729 -6.309 -1.509
H 0.544 -5.121 -1.539
H 0.487 -2.670 -2.080
O 0.539 -0.259 0.612
C -0.656 -0.645 0.676
O -1.578 -0.093 -0.066
C -1.144 -1.633 1.712
C -2.310 -2.390 1.453
C -2.903 -3.118 2.467
C -2.318 -3.025 3.756
C -1.109 -2.343 4.021
C -0.510 -1.673 2.972
N -3.014 -3.666 4.861
O -2.576 -3.435 6.006
O -3.996 -4.379 4.547
H -2.765 -2.347 0.478
H -3.788 -3.719 2.314
H -0.702 -2.366 5.022
H 0.429 -1.156 3.113

Atom charges from the Mulliken analysis, given in e for atoms 1 to 2: number 1, Ga, carries 0.588; number 2, C, carries -1.308

=====

Molecular formula: C24H21IrN2O3S2
Method: DFT, ωB97M-V/def2-TZVPD

Results
LUMO energy (alpha / beta)	-4.70 / -4.86	eV
expectation value of S²	0.779
ΔE to the lowest compared entry with this formula, charge and spin	55.0	kJ/mol
largest force on an atom	0.010	Eh/bohr
spin multiplicity	2
net charge	+1

Element x y z (Å)
Ir 0.165 -0.204 0.219
C -2.014 0.359 3.312
C -1.018 1.046 2.461
N 0.111 0.236 2.107
N 1.172 0.480 2.841
C 2.316 0.045 2.323
S 2.394 -0.433 0.696
S 3.702 0.147 3.367
C 4.632 -1.362 2.902
C 3.980 -2.610 3.421
C 4.193 -3.003 4.739
C 3.574 -4.132 5.248
C 2.729 -4.884 4.442
C 2.516 -4.502 3.126
C 3.140 -3.373 2.615
C -1.060 2.305 1.961
C -1.935 3.316 2.519
C -1.825 4.599 2.135
C -0.868 4.970 1.128
C -0.074 4.066 0.510
C -0.179 2.680 0.843
O 0.411 1.839 0.106
H -1.573 0.095 4.277
H -2.262 -0.587 2.821
H -2.920 0.939 3.461
H 5.597 -1.193 3.380
H 4.796 -1.378 1.826
H 4.847 -2.416 5.374
H 3.753 -4.429 6.273
H 2.250 -5.770 4.836
H 1.869 -5.093 2.490
H 2.984 -3.096 1.580
H -2.610 3.037 3.316
H -2.432 5.366 2.593
H -0.798 6.013 0.844
H 0.611 4.340 -0.279
C -4.109 -0.237 -0.341
C -2.723 -0.792 -0.195
O -1.803 0.062 -0.312
C -2.501 -2.194 0.020
C -3.632 -3.048 0.124
C -3.506 -4.401 0.241
C -2.221 -4.967 0.251
C -1.103 -4.183 0.155
C -1.204 -2.782 0.050
O -0.061 -2.136 -0.035
H -4.046 0.841 -0.459
H -4.711 -0.475 0.537
H -4.611 -0.667 -1.208
H -4.621 -2.614 0.098
H -4.381 -5.031 0.315
H -2.110 -6.041 0.336
H -0.109 -4.609 0.159

Atom charges from the Mulliken analysis, given in e for atoms 1 to 2: number 1, Ir, carries 1.541; number 2, C, carries -1.191

=====

Molecular formula: C24H21N3O4
Method: DFT, ωB97M-V/def2-TZVPD

Results
SMILES	COc1cccc(Cn2cc(/C=N/NC(=O)c3cc(O)cc(O)c3)c3ccccc32)c1
LUMO energy	0.52	eV
ΔE to the lowest compared entry with this formula, charge and spin	182.3	kJ/mol
largest force on an atom	0.019	Eh/bohr
net charge	0

Element x y z (Å)
C -1.760 -3.711 -1.817
H -0.800 -3.979 -2.254
O -1.564 -2.456 -1.203
C -2.629 -1.844 -0.602
C -3.898 -2.391 -0.478
C -4.883 -1.674 0.183
C -4.614 -0.437 0.734
C -3.344 0.117 0.610
C -2.367 -0.581 -0.073
H -1.377 -0.176 -0.208
C -3.046 1.462 1.245
N -1.636 1.718 1.326
C -0.782 0.919 2.018
C 0.524 1.201 1.689
C 1.690 0.460 2.051
N 1.604 -0.623 2.727
N 2.707 -1.427 2.814
C 3.580 -1.794 1.831
O 4.474 -2.579 2.076
C 3.341 -1.216 0.471
C 4.369 -0.523 -0.146
C 4.158 0.048 -1.397
C 2.931 -0.093 -2.026
C 1.911 -0.821 -1.420
C 2.116 -1.387 -0.168
H 1.322 -1.948 0.307
O 0.743 -0.933 -2.096
H 0.097 -1.465 -1.603
H 2.745 0.351 -2.993
O 5.174 0.748 -1.965
H 4.901 1.072 -2.832
H 5.325 -0.409 0.339
H 2.747 -1.973 3.667
H 2.632 0.812 1.628
C 0.471 2.254 0.715
C 1.440 2.943 -0.010
C 1.029 3.894 -0.917
C -0.325 4.169 -1.116
C -1.305 3.497 -0.415
C -0.899 2.535 0.501
H -2.349 3.716 -0.584
H -0.610 4.920 -1.837
H 1.763 4.440 -1.491
H 2.489 2.732 0.135
H -1.146 0.179 2.704
H -3.517 2.258 0.661
H -3.480 1.483 2.251
H -5.386 0.101 1.263
H -5.870 -2.100 0.278
H -4.132 -3.363 -0.882
H -2.513 -3.654 -2.607
H -2.050 -4.471 -1.085

Atom charges from the Mulliken analysis, given in e for atoms 1 to 2: number 1, C, carries -1.012; number 2, H, carries 0.322

=====

Number 1: E_tot -52245.6810 eV. Number 2: E_tot -48471.7567 eV. Number 3: E_tot -72152.2668 eV. Number 4: E_tot -543105.3548 eV. Number 5: E_tot -62736.2920 eV. Number 6: E_tot -124259.6697 eV. Number 7: E_tot -58853.6592 eV. Number 8: E_tot -37888.6507 eV.